# 1
DFT (ωB97M-V with the def2-TZVPD basis set) results for C6H7NO in the gas phase.

Structure (ORCA input):
```
! wB97M-V def2-TZVPD RIJCOSX def2/J DEFGRID3
* xyz 0 1
C 1.23175 -1.65945 -0.70177
C 1.26836 -0.30541 0.18577
C -0.06158 0.31331 0.37532
C -1.34819 -0.01999 -0.16731
C -2.21482 1.00154 0.07049
C -1.55402 1.92432 0.98717
H 1.76560 -2.58728 -0.30089
H 0.45708 -1.63081 -1.54975
H 3.09985 -0.48238 -0.53458
H 1.81702 -0.46279 1.17236
H -1.47360 -0.94666 -0.67347
H -3.24897 0.70437 0.01868
H -1.58341 3.00299 1.15351
N 2.08075 -0.36858 -0.96615
O -0.23581 1.51682 0.93062
*
```

HOMO-LUMO gap: 0.3387 Ha
LUMO level: 0.88 eV
HOMO: -8.34 eV
Energy above the lowest of the compared OMol25 structures with the same formula, charge and spin: 83.6 kcal/mol
Energy: -362.6803 a.u.
SMILES: c1coc([C@H]2CN2)c1

Calculated atomic charges, method Löwdin, unit e: atom 1 (C): -0.067, atom 2 (C): -0.303, atom 3 (C): -0.221, atom 4 (C): -0.062, atom 5 (C): -0.073, atom 6 (C): -0.043, atom 7 (H): 0.107, atom 8 (H): 0.109, atom 9 (H): 0.142, atom 10 (H): 0.153, atom 11 (H): 0.090, atom 12 (H): 0.096, atom 13 (H): 0.113, atom 14 (N): -0.029, atom 15 (O): -0.010

# 2
DFT (ωB97M-V with the def2-TZVPD basis set) results for C6H7NO2 in the gas phase.

Structure (ORCA input):
```
! wB97M-V def2-TZVPD RIJCOSX def2/J DEFGRID3
* xyz 0 1
C -0.60069 -0.51106 0.14190
C 0.06084 -1.22454 1.46442
C 1.49229 -1.38744 1.05211
C 0.60848 0.40698 0.19631
C -0.45307 0.89155 -0.82661
C -1.28061 2.08398 -0.65611
H -0.74589 -2.36923 -0.69393
H -0.12956 -2.43843 1.39571
H -0.26061 -0.70716 2.41981
H 1.61809 -2.39321 0.64392
H 1.92801 -1.27089 2.20749
H 0.79268 1.09157 0.99750
H -0.55262 0.36926 -1.83181
N -2.18212 3.06174 -1.01181
O -0.13463 -1.53774 -0.77005
O 1.84228 -0.37112 -0.01598
*
```

HOMO-LUMO gap: 0.3434 Ha
LUMO level: -0.30 eV
HOMO: -9.65 eV
Energy above the lowest of the compared OMol25 structures with the same formula, charge and spin: 218.0 kcal/mol
Energy: -437.7203 a.u.
SMILES: N#C[C@H]1[C@@H]2OCC[C@@]12O

Calculated atomic charges, method Löwdin, unit e: atom 1 (C): -0.215, atom 2 (C): -0.144, atom 3 (C): -0.196, atom 4 (C): -0.261, atom 5 (C): -0.065, atom 6 (C): -0.086, atom 7 (H): 0.164, atom 8 (H): 0.159, atom 9 (H): 0.127, atom 10 (H): 0.109, atom 11 (H): 0.176, atom 12 (H): 0.152, atom 13 (H): 0.168, atom 14 (N): 0.097, atom 15 (O): -0.118, atom 16 (O): -0.067

# 3
DFT (ωB97M-V with the def2-TZVPD basis set) results for a 2-piece molecular cluster, C6H7NO2S2 overall.

Structure (ORCA input):
```
! wB97M-V def2-TZVPD RIJCOSX def2/J DEFGRID3
* xyz 0 1
C 1.07670 0.49470 1.47217
C -0.03778 0.96467 0.88534
C 0.11767 1.87706 -0.22926
C -0.27638 0.07594 -1.86111
C -1.43333 0.68572 1.34113
C 1.06699 -0.32515 -2.24048
N -1.41617 -0.16473 -1.85582
O -0.70188 2.54286 -0.79953
O -2.59424 -0.18675 -1.69969
S 2.62753 0.97380 0.88430
S 1.89043 2.23785 -0.53657
H 1.09337 -0.16264 2.32303
H -1.95372 0.04719 0.63233
H -1.98055 1.62763 1.39264
H -1.43537 0.20210 2.31262
H 1.59812 -0.73858 -1.38117
H 1.63076 0.52329 -2.62506
H 1.01417 -1.08911 -3.01723
*
```

HOMO-LUMO gap: 0.3168 Ha
LUMO level: -0.04 eV
HOMO: -8.66 eV
Energy above the lowest of the compared OMol25 structures with the same formula, charge and spin: 45.8 kcal/mol
Energy: -1234.3336 a.u.
SMILES: CC#[N+][O-].Cc1cssc1=O

Calculated atomic charges, method Löwdin, unit e: atom 1 (C): -0.439, atom 2 (C): -0.375, atom 3 (C): -0.759, atom 4 (C): -0.089, atom 5 (C): -0.017, atom 6 (C): -0.074, atom 7 (N): -0.114, atom 8 (O): 0.035, atom 9 (O): 0.030, atom 10 (S): 0.593, atom 11 (S): 0.660, atom 12 (H): 0.082, atom 13 (H): 0.070, atom 14 (H): 0.097, atom 15 (H): 0.084, atom 16 (H): 0.070, atom 17 (H): 0.054, atom 18 (H): 0.091

# 4
DFT (ωB97M-V with the def2-TZVPD basis set) results for C6H7NOPdSe2Te2 as an isolated structure.

Structure (ORCA input):
```
! wB97M-V def2-TZVPD RIJCOSX def2/J DEFGRID3
* xyz 2 1
Pd -1.16016 0.54028 -1.60938
O 1.13141 0.11936 -2.02106
C 1.83853 -0.24172 -0.83519
C 0.88231 -0.36837 0.32332
C 1.38230 -0.81758 1.53736
C 0.55962 -0.89447 2.64210
C -0.76944 -0.50663 2.51629
C -1.21604 -0.07905 1.29234
N -0.41058 -0.02481 0.20397
H 1.73383 0.16947 -2.77150
H 2.57894 0.52302 -0.59084
H 2.36114 -1.18963 -0.96785
H 2.42623 -1.09793 1.60191
H 0.94664 -1.24341 3.59003
H -1.45252 -0.53658 3.35357
H -2.23390 0.24632 1.15766
Se -3.49084 -0.42741 -1.41206
Te -2.87820 0.18963 -3.60551
Te -1.35192 2.60171 -3.35322
Se -0.87737 3.03781 -1.05194
*
```

HOMO-LUMO gap (alpha / beta): 0.1951 / 0.1947 Ha
LUMO level (alpha / beta): -10.35 / -10.38 eV
HOMO (alpha / beta): -15.66 / -15.67 eV
Energy: -5829.0026 a.u.

Calculated atomic charges, method Löwdin, unit e: atom 1 (Pd): 0.077, atom 2 (O): -0.144, atom 3 (C): -0.137, atom 4 (C): -0.217, atom 5 (C): 0.022, atom 6 (C): 0.013, atom 7 (C): -0.005, atom 8 (C): -0.123, atom 9 (N): -0.059, atom 10 (H): 0.122, atom 11 (H): 0.149, atom 12 (H): 0.148, atom 13 (H): 0.143, atom 14 (H): 0.137, atom 15 (H): 0.133, atom 16 (H): 0.084, atom 17 (Se): 0.199, atom 18 (Te): 0.629, atom 19 (Te): 0.609, atom 20 (Se): 0.219

Among the records above, which one has the highest energy?
C6H7NO